Entry 1:
59
Properties=species:S:1:pos:R:3:nbo_charge:R:1 method="wB97M-V/def2-TZVPD" lumo_energy_ev=-3.4 fmax_ev_per_a=2.22 relative_energy_ev=1.199 molar_mass_da=395.59 total_charge=+1 energy_ev=-41246.72253 homo_ha=-0.399
C 2.699 -1.386 2.374 -0.40
N 1.559 -1.447 1.470 -0.48
C 1.128 -2.804 1.186 -0.42
C 0.660 -0.304 1.515 -0.10
C -0.776 -0.759 1.724 0.03
C -1.056 -1.633 2.799 -0.22
C -2.330 -2.153 2.976 -0.19
C -3.416 -1.663 2.240 -0.02
C -4.798 -2.160 2.560 -0.64
C -3.162 -0.731 1.232 -0.15
C -1.852 -0.288 0.981 -0.26
H 3.513 -2.017 1.988 0.20
H 3.039 -0.350 2.486 0.23
H 2.397 -1.779 3.362 0.17
H 1.988 -3.338 0.750 0.20
H 0.837 -3.331 2.110 0.19
H 0.292 -2.835 0.475 0.21
H 0.943 0.235 2.441 0.23
H -0.260 -1.935 3.491 0.22
H -2.502 -2.937 3.718 0.22
H -5.567 -1.413 2.345 0.23
H -5.045 -3.064 1.985 0.23
H -4.853 -2.428 3.623 0.23
H -3.995 -0.344 0.636 0.21
H -1.659 0.434 0.200 0.18
C 3.356 1.042 -0.568 -0.26
O 2.514 0.633 0.522 -0.54
C 1.082 0.593 0.371 0.15
C 0.616 2.066 0.435 0.03
C 1.059 2.997 -0.515 -0.25
C 0.670 4.342 -0.417 -0.21
C -0.243 4.734 0.565 -0.20
C -0.721 3.790 1.477 -0.20
C -0.214 2.479 1.474 -0.23
C 0.785 -0.090 -0.953 0.15
N 0.005 0.365 -1.968 -0.31
C -1.017 1.420 -1.924 -0.42
C 0.241 -0.271 -3.179 0.15
C -0.427 0.226 -4.415 -0.66
C 1.096 -1.314 -3.046 -0.18
C 1.521 -2.287 -4.084 -0.65
S 1.697 -1.455 -1.422 0.64
H 4.313 0.527 -0.390 0.22
H 2.976 0.742 -1.562 0.16
H 3.481 2.131 -0.524 0.20
H 1.670 2.673 -1.360 0.21
H 1.073 5.071 -1.126 0.23
H -0.576 5.775 0.624 0.23
H -1.478 4.052 2.219 0.23
H -0.501 1.754 2.240 0.23
H -1.832 1.110 -2.592 0.23
H -1.443 1.569 -0.929 0.25
H -0.602 2.371 -2.278 0.24
H 0.024 -0.291 -5.266 0.25
H -1.505 0.011 -4.441 0.24
H -0.300 1.310 -4.585 0.24
H 0.977 -2.133 -5.026 0.24
H 2.598 -2.201 -4.292 0.24
H 1.322 -3.311 -3.732 0.25



Entry 2:
59
Properties=species:S:1:pos:R:3:nbo_charge:R:1 method="wB97M-V/def2-TZVPD" lumo_energy_ev=0.7 fmax_ev_per_a=0.60 relative_energy_ev=0.407 molar_mass_da=377.53 energy_ev=-31908.60180 homo_ha=-0.292
C 1.191 1.948 -0.844 -0.63
C 0.693 0.587 -1.348 -0.12
C -0.402 0.816 -2.402 0.69
O -1.056 1.845 -2.411 -0.64
N -0.609 -0.153 -3.323 -0.43
C -1.618 0.066 -4.338 -0.43
C 0.024 -1.453 -3.399 -0.22
C -0.976 -2.563 -3.177 -0.05
C -1.296 -3.469 -4.177 -0.21
C -2.224 -4.469 -3.940 -0.21
C -2.841 -4.566 -2.705 -0.21
C -2.527 -3.660 -1.704 -0.22
C -1.598 -2.664 -1.940 -0.17
N 0.151 -0.308 -0.325 -0.46
C 1.171 -0.939 0.494 -0.24
C 0.513 -1.988 1.404 -0.22
N -0.545 -1.469 2.241 -0.44
C -0.149 -0.907 3.524 -0.24
C 0.810 0.248 3.474 -0.18
C 0.435 1.525 3.550 -0.20
C 1.287 2.697 3.409 -0.09
C 2.634 2.622 3.047 -0.15
C 3.392 3.767 2.902 -0.22
C 2.827 5.013 3.114 -0.21
C 1.492 5.106 3.472 -0.21
C 0.732 3.961 3.614 -0.19
C -1.489 -0.708 1.449 -0.21
C -0.842 0.333 0.527 -0.26
H 0.351 2.592 -0.601 0.24
H 1.770 2.431 -1.627 0.22
H 1.823 1.831 0.034 0.21
H 1.542 0.071 -1.810 0.20
H -2.434 -0.652 -4.231 0.20
H -2.006 1.075 -4.220 0.25
H -1.175 -0.044 -5.330 0.19
H 0.482 -1.559 -4.392 0.19
H 0.802 -1.534 -2.643 0.22
H -0.818 -3.396 -5.144 0.21
H -2.467 -5.173 -4.722 0.21
H -3.566 -5.345 -2.522 0.21
H -3.006 -3.735 -0.738 0.21
H -1.334 -1.949 -1.175 0.22
H 1.889 -1.441 -0.162 0.20
H 1.717 -0.203 1.104 0.17
H 1.271 -2.457 2.035 0.20
H 0.070 -2.760 0.765 0.20
H -1.069 -0.604 4.031 0.20
H 0.302 -1.727 4.095 0.20
H 1.850 -0.016 3.341 0.19
H -0.614 1.746 3.717 0.20
H 3.095 1.660 2.874 0.20
H 4.432 3.688 2.619 0.21
H 3.422 5.907 2.998 0.21
H 1.042 6.074 3.637 0.21
H -0.310 4.041 3.890 0.21
H -2.196 -0.212 2.116 0.20
H -2.045 -1.429 0.840 0.19
H -1.607 0.781 -0.111 0.22
H -0.391 1.125 1.141 0.19



Entry 3:
61
Properties=species:S:1:pos:R:3:nbo_charge:R:1 method="wB97M-V/def2-TZVPD" lumo_energy_ev=0.5 fmax_ev_per_a=0.86 relative_energy_ev=0.213 molar_mass_da=409.53 energy_ev=-36005.66870 homo_ha=-0.334
C -0.137 2.997 -0.743 -0.64
C -0.112 2.137 0.509 -0.08
O 0.375 0.839 0.161 -0.53
C -0.194 -0.221 0.725 0.83
O -1.063 -0.155 1.560 -0.63
C 0.423 -1.534 0.240 -0.15
C 1.643 -1.833 1.138 -0.37
C 2.820 -0.857 1.018 -0.41
C 3.917 -1.326 0.054 -0.42
C 5.016 -0.303 -0.004 -0.02
C 4.895 0.808 -0.829 -0.16
C 5.883 1.775 -0.862 -0.22
C 7.008 1.645 -0.066 -0.22
C 7.138 0.544 0.763 -0.20
C 6.147 -0.422 0.794 -0.21
C -0.622 -2.645 0.419 -0.40
C -1.937 -2.255 -0.279 -0.22
N -1.679 -1.266 -1.299 -0.42
C -2.310 -0.088 -1.460 0.65
O -1.931 0.749 -2.270 -0.64
C -3.524 0.200 -0.631 0.16
C -3.786 1.516 -0.275 -0.28
C -4.946 1.752 0.461 0.28
C -5.312 3.121 0.932 -0.65
N -5.767 0.760 0.771 -0.47
C -5.451 -0.463 0.364 0.43
C -6.403 -1.564 0.695 -0.65
N -4.362 -0.785 -0.316 -0.47
C -0.507 -1.557 -2.097 -0.22
C 0.777 -1.460 -1.250 -0.41
H -0.737 2.511 -1.511 0.25
H -0.561 3.970 -0.512 0.21
H 0.871 3.132 -1.126 0.21
H -1.109 2.027 0.947 0.20
H 0.561 2.555 1.267 0.18
H 1.988 -2.845 0.915 0.21
H 1.283 -1.832 2.170 0.22
H 3.276 -0.731 2.003 0.21
H 2.465 0.122 0.700 0.22
H 3.502 -1.467 -0.944 0.21
H 4.316 -2.282 0.399 0.21
H 4.019 0.912 -1.454 0.20
H 5.776 2.632 -1.511 0.21
H 7.781 2.398 -0.092 0.21
H 8.013 0.436 1.386 0.21
H 6.253 -1.280 1.442 0.21
H -0.817 -2.807 1.479 0.23
H -0.218 -3.568 0.000 0.20
H -2.402 -3.134 -0.740 0.20
H -2.636 -1.844 0.446 0.25
H -3.118 2.310 -0.565 0.24
H -5.298 3.823 0.100 0.23
H -6.300 3.101 1.380 0.24
H -4.590 3.461 1.673 0.23
H -7.266 -1.503 0.033 0.23
H -5.918 -2.525 0.559 0.23
H -6.755 -1.452 1.717 0.23
H -0.625 -2.568 -2.501 0.19
H -0.484 -0.845 -2.924 0.25
H 1.293 -0.526 -1.458 0.23
H 1.437 -2.291 -1.502 0.21



Entry 4:
67
Properties=species:S:1:pos:R:3:nbo_charge:R:1 method="wB97M-V/def2-TZVPD" lumo_energy_ev=0.2 fmax_ev_per_a=1.05 relative_energy_ev=0.138 molar_mass_da=533.68 energy_ev=-64750.03005 homo_ha=-0.279
C -5.530 1.795 1.651 -0.61
C -4.534 1.435 0.555 -0.40
C -4.196 2.606 -0.370 -0.40
C -3.487 3.767 0.323 -0.23
N -2.152 3.397 0.744 -0.62
C -1.092 4.188 0.560 0.66
O -1.121 5.310 0.098 -0.63
C 0.243 3.542 1.002 -0.31
N 0.699 2.608 -0.007 -0.40
C 1.628 2.975 -0.914 0.32
N 2.106 2.209 -1.832 -0.48
C 1.570 0.979 -1.902 0.06
S 2.042 -0.171 -3.093 0.46
C 0.822 -1.295 -2.538 -0.09
C 0.690 -2.579 -3.271 -0.68
C 0.131 -0.812 -1.469 -0.38
S -1.390 -1.573 -0.848 2.35
O -2.265 -0.514 -0.460 -0.93
O -1.851 -2.466 -1.875 -0.96
N -1.096 -2.531 0.465 -0.67
C -0.389 -3.759 0.214 -0.25
C 1.140 -3.554 0.282 -0.23
N 1.476 -2.487 1.208 -0.43
C 2.284 -1.411 0.889 0.13
C 2.174 -0.204 1.587 -0.22
C 3.016 0.870 1.358 -0.25
C 3.994 0.787 0.392 -0.23
C 4.131 -0.393 -0.321 -0.28
C 3.318 -1.487 -0.080 0.26
O 3.483 -2.678 -0.758 -0.52
C 4.555 -2.805 -1.658 -0.25
C 0.523 -2.427 2.290 -0.23
C -0.847 -1.954 1.771 -0.25
C 0.561 0.490 -1.076 -0.22
C 0.136 1.320 0.019 0.69
O -0.610 1.023 0.938 -0.66
H -5.106 2.504 2.359 0.20
H -6.428 2.233 1.221 0.20
H -5.816 0.903 2.203 0.21
H -4.952 0.638 -0.061 0.21
H -3.620 1.030 0.991 0.20
H -5.117 2.989 -0.816 0.20
H -3.560 2.232 -1.174 0.21
H -3.385 4.618 -0.356 0.23
H -4.062 4.097 1.195 0.19
H -2.017 2.441 1.052 0.43
H 0.103 2.997 1.938 0.24
H 0.985 4.331 1.125 0.23
H 1.999 3.989 -0.856 0.20
H 1.464 -3.282 -2.959 0.23
H -0.290 -3.008 -3.080 0.28
H 0.811 -2.409 -4.339 0.23
H -0.689 -4.105 -0.774 0.25
H -0.722 -4.496 0.952 0.20
H 1.619 -4.487 0.610 0.19
H 1.514 -3.307 -0.704 0.24
H 1.402 -0.081 2.328 0.21
H 2.893 1.772 1.940 0.21
H 4.648 1.619 0.184 0.22
H 4.901 -0.451 -1.072 0.22
H 5.518 -2.632 -1.169 0.18
H 4.450 -2.127 -2.512 0.18
H 4.514 -3.835 -2.011 0.20
H 0.434 -3.442 2.692 0.20
H 0.880 -1.790 3.096 0.22
H -0.891 -0.871 1.663 0.26
H -1.642 -2.270 2.458 0.20



Entry 5:
68
Properties=species:S:1:pos:R:3:mulliken_charge:R:1 method="wB97M-V/def2-TZVPD" lumo_energy_ev=-9.6 fmax_ev_per_a=1.29 molar_mass_da=640.26 total_charge=+2 energy_ev=-108908.55430 homo_ha=-0.569
Mo 0.095 -1.912 -0.771 -0.44
B 0.044 -3.018 2.583 0.04
N -0.678 -1.772 1.954 0.43
C -1.655 -1.111 2.549 -0.04
C -1.751 0.186 2.012 -1.32
C -0.764 0.250 1.073 -0.07
N -0.106 -0.958 1.017 -0.07
N 0.826 -3.794 1.457 -0.36
C 1.462 -4.930 1.688 -0.27
C 2.176 -5.316 0.548 -1.23
C 1.934 -4.331 -0.369 -0.77
N 1.112 -3.395 0.187 1.58
H -0.804 -3.732 3.026 -0.06
H 0.849 -2.615 3.373 -0.08
H -2.209 -1.572 3.352 0.53
H -2.442 0.959 2.299 0.47
H -0.488 1.050 0.406 0.54
H 1.382 -5.402 2.654 0.50
H 2.772 -6.203 0.419 0.49
H 2.241 -4.245 -1.396 0.79
C 4.517 -0.642 1.388 -1.55
C 3.964 -1.055 0.057 0.15
C 4.685 -1.862 -0.822 -0.62
C 4.204 -2.267 -2.073 0.40
C 5.049 -3.106 -2.986 -1.79
C 2.929 -1.873 -2.447 -0.56
C 2.193 -1.053 -1.581 0.48
C 2.702 -0.629 -0.348 0.35
N 0.826 -0.700 -1.889 1.63
C 0.353 0.189 -3.028 0.58
C 1.464 1.193 -3.339 -1.30
C 0.983 2.090 -4.493 0.31
C 0.692 1.220 -5.720 -1.24
C -0.412 0.212 -5.387 0.31
C -1.683 0.949 -4.963 -1.36
C -1.384 1.820 -3.740 0.26
C -0.286 2.833 -4.068 -1.34
C -0.917 0.916 -2.587 -1.36
C 0.062 -0.701 -4.242 -1.20
H 5.530 -1.013 1.527 0.42
H 3.898 -1.030 2.198 0.31
H 4.536 0.444 1.478 0.38
H 5.674 -2.193 -0.527 0.43
H 5.829 -3.628 -2.435 0.44
H 5.537 -2.476 -3.732 0.36
H 4.450 -3.841 -3.524 0.40
H 2.496 -2.192 -3.386 0.47
H 2.122 0.049 0.263 0.51
H 2.375 0.665 -3.634 0.42
H 1.687 1.794 -2.453 0.38
H 1.777 2.802 -4.721 0.31
H 1.599 0.702 -6.043 0.48
H 0.373 1.850 -6.552 0.50
H -0.617 -0.417 -6.255 0.38
H -2.482 0.237 -4.737 0.52
H -2.038 1.574 -5.785 0.52
H -2.290 2.338 -3.420 0.36
H -0.083 3.470 -3.203 0.47
H -0.617 3.489 -4.875 0.51
H -1.707 0.202 -2.340 0.40
H -0.705 1.524 -1.703 0.28
H 0.961 -1.236 -4.554 0.41
H -0.710 -1.436 -3.997 0.35
O -2.930 -3.747 -2.798 -0.50
Se -1.872 -3.797 -1.653 1.34
O -1.929 -4.610 -0.313 -0.48
O -1.681 -1.900 -0.953 -0.66
O -0.290 -3.458 -2.127 -0.51



Entry 6:
71
Properties=species:S:1:pos:R:3:mulliken_charge:R:1 method="wB97M-V/def2-TZVPD" lumo_energy_ev="-2.1 / -3.9" s2=6.02 fmax_ev_per_a=0.38 relative_energy_ev=0.674 molar_mass_da=944.44 total_charge=+1 energy_ev=-115036.01795 spin_multiplicity=5 homo_ha="-0.355 / -0.382"
Ir -0.821 0.014 -0.707 2.22
C -1.464 3.713 -2.314 -1.14
C -2.557 2.987 -1.604 0.61
N -2.560 1.729 -1.261 -0.28
C -3.740 1.372 -0.653 -0.39
C -4.637 2.381 -0.505 -0.42
S -3.999 3.812 -1.174 -0.19
C -3.940 -0.027 -0.279 0.26
C -5.117 -0.593 0.084 -0.47
S -4.895 -2.258 0.367 -0.18
C -3.236 -2.127 -0.022 0.44
N -2.872 -0.905 -0.330 -0.19
C -2.376 -3.341 -0.002 -0.85
H -0.540 3.669 -1.741 0.16
H -1.736 4.755 -2.471 0.48
H -1.267 3.251 -3.281 0.26
H -5.621 2.346 -0.068 0.47
H -6.083 -0.125 0.162 0.43
H -2.956 -4.205 0.320 0.57
H -1.527 -3.200 0.661 0.15
H -1.979 -3.536 -0.998 0.07
Cl 1.746 0.213 0.698 -0.16
C 2.749 1.046 -0.450 0.65
C 4.044 1.344 -0.066 -0.76
C 4.887 1.986 -0.957 -0.52
C 4.429 2.322 -2.221 -0.59
C 3.130 2.018 -2.586 0.06
Cl 2.616 2.457 -4.179 -0.21
C 2.241 1.377 -1.708 0.16
S 0.605 1.054 -2.258 -0.40
H 4.382 1.067 0.923 0.51
H 5.902 2.220 -0.669 0.41
H 5.073 2.817 -2.934 0.45
C 3.878 -3.996 -0.260 -1.38
C 3.244 -2.627 -0.224 0.01
O 2.481 -2.381 -1.440 -0.16
P 0.912 -2.581 -1.461 0.26
O 0.234 -2.007 -0.250 -0.70
Te 0.151 -1.653 -3.545 0.00
O 0.636 -4.144 -1.446 -0.26
C 1.143 -5.006 -2.496 -0.21
C 0.893 -6.434 -2.082 -1.29
H 4.522 -4.118 0.612 0.44
H 4.489 -4.116 -1.154 0.30
H 3.123 -4.782 -0.234 0.25
H 3.994 -1.838 -0.202 0.29
H 2.587 -2.502 0.638 0.32
H 2.206 -4.805 -2.635 0.31
H 0.618 -4.763 -3.422 0.33
H 1.425 -6.672 -1.161 0.29
H 1.240 -7.108 -2.866 0.41
H -0.171 -6.608 -1.925 0.31
O -1.306 0.658 1.539 -0.66
C -1.732 1.675 2.087 0.23
C -2.324 1.632 3.462 -1.16
C -1.154 1.938 4.429 -0.50
C -0.295 3.177 4.111 -1.03
C 0.615 3.050 2.875 -0.32
C -0.085 3.319 1.532 -0.33
N -1.511 2.940 1.606 0.09
H -2.751 0.653 3.672 0.38
H -3.101 2.393 3.564 0.39
H -0.499 1.063 4.457 0.28
H -1.574 2.049 5.429 0.45
H 0.346 3.342 4.978 0.42
H -0.925 4.072 4.043 0.30
H 1.035 2.042 2.866 0.10
H 1.460 3.734 2.969 0.56
H 0.393 2.771 0.720 -0.38
H -0.060 4.379 1.281 0.61
H -2.014 3.622 2.156 0.45